C4H9NO2 | ωB97M-V with the def2-TZVPD basis set

Geometry as XYZ:
```
16
Properties=species:S:1:pos:R:3:forces:R:3
H -0.394356 -2.098641 -2.165376 -0.0282 0.0613 0.0947
C -0.712446 -1.421959 -1.351374 -0.1567 0.0356 -0.0106
C 1.544950 0.998448 0.173053 0.0414 0.0573 0.0157
H 1.287181 1.622260 -0.690334 0.0271 -0.0869 0.1211
H -2.223658 -0.588691 0.530202 -0.0121 0.0043 0.1194
H 1.709181 1.650863 1.035943 -0.0284 -0.1062 -0.1066
O -1.897395 -1.191333 -1.159337 0.3722 -0.0477 -0.0204
H -0.645023 1.481460 1.528985 -0.0025 -0.0764 -0.1364
C 0.426848 -0.002072 0.460069 -0.0215 0.0577 0.1227
H 2.492344 0.491800 -0.044802 -0.1429 0.0527 0.0330
H 1.241152 -1.290700 -0.989049 -0.1089 0.0505 0.0007
H 0.672850 -0.588708 1.355416 -0.0222 0.0641 -0.1120
H -1.208729 1.277459 -0.139260 0.0006 -0.0991 0.1140
C -0.882447 0.734779 0.762048 0.2885 0.2359 -0.0580
N 0.350058 -0.928623 -0.680446 -0.0681 -0.0815 -0.0831
O -1.888588 -0.078202 1.290071 -0.1383 -0.1217 -0.0940
```
Forces are in eV/Å.

SMILES	C[C@@H](CO)NC=O
Kohn-Sham gap	10.66	eV
lowest unoccupied orbital energy	0.7051	eV
charge	0
relative energy (zero: lowest compared OMol25 entry of this formula, charge and spin)	19.2	kcal/mol